Density functional theory data (the ωB97M-V functional and the def2-TZVPD basis) for 22 unconnected molecules or ions with the total composition H42IO21.

As for the energy above the lowest of the compared OMol25 structures with the same formula, charge and spin: 18.5 kcal per mole. The HOMO-LUMO gap comes out at 8.45 eV.

The geometry in ORCA input format:
```
! wB97M-V def2-TZVPD RIJCOSX def2/J DEFGRID3
* xyz -1 1
I 0.2666 -0.0731 0.0741
O -0.1267 2.5114 -4.0223
H 0.5251 1.8179 -3.9204
H -0.9623 2.0853 -3.8313
O -0.7238 -3.9154 0.9921
H 0.0301 -3.5686 0.5149
H -1.0443 -4.6330 0.4458
O -2.1651 -2.5228 -1.1800
H -1.6829 -2.3404 -0.3735
H -1.5999 -3.1223 -1.6672
O 2.6306 -3.1356 -1.1417
H 1.6753 -3.0820 -1.1685
H 2.8578 -2.9195 -0.2374
O 3.3880 -3.2498 2.0369
H 3.8079 -2.5290 2.5062
H 4.1020 -3.8559 1.8395
O -4.8724 -1.5509 -1.2572
H -5.0455 -1.7981 -2.1655
H -3.9267 -1.6587 -1.1552
O -2.4172 -1.4136 2.3240
H -1.9547 -1.9789 2.9427
H -1.8068 -1.3059 1.5947
O -2.1246 0.9720 -2.4086
H -2.5912 1.7043 -2.0059
H -1.5289 0.6626 -1.7262
O -3.1353 1.1476 2.9174
H -3.1921 1.7577 2.1820
H -3.0043 0.2916 2.5095
O -3.5780 2.9988 -1.1591
H -3.3369 3.1886 -0.2524
H -4.5328 3.0657 -1.1725
O 1.6149 3.6608 -1.5319
H 1.6316 2.7338 -1.7700
H 1.1470 4.0849 -2.2513
O 3.3278 4.1278 1.0610
H 3.0473 3.7737 1.9049
H 2.9740 3.5167 0.4148
O 3.4847 1.5103 0.1155
H 2.7551 0.9029 0.2380
H 4.2147 1.1062 0.5846
O -0.5111 5.3120 1.3685
H -0.8848 5.1024 0.5126
H 0.0687 4.5759 1.5640
O 0.7530 2.9027 2.0775
H 0.4111 2.6105 2.9224
H 0.3635 2.3035 1.4408
O -0.0050 -0.7859 5.0480
H 0.6630 -0.9294 4.3776
H -0.8056 -1.1507 4.6711
O 1.7563 -1.0374 3.1690
H 2.3847 -1.7058 2.8959
H 1.5313 -0.5752 2.3616
O -0.4368 -3.4835 3.6403
H 0.5018 -3.6666 3.6835
H -0.6956 -3.7631 2.7622
O 2.1339 -1.7979 -4.0300
H 1.7790 -1.3861 -3.2422
H 1.9649 -1.1654 -4.7283
O 1.9787 0.9915 -2.9118
H 2.8056 0.5110 -2.9527
H 1.4488 0.5040 -2.2810
O -1.5195 -0.7075 -4.6676
H -2.1918 -1.3884 -4.6418
H -1.6217 -0.2379 -3.8398
*
```

=====

Density functional theory data (the ωB97M-V functional and the def2-TZVPD basis) for a molecular structure, H46O23Ti.

The expectation value of S² is 3.752. The HOMO-LUMO gap (alpha / beta) comes out at 3.27 / 10.01 eV.

The geometry in ORCA input format:
```
! wB97M-V def2-TZVPD RIJCOSX def2/J DEFGRID3
* xyz 1 4
Ti -9.2884 21.1093 5.9690
O -9.6043 24.0414 7.3935
H -8.9874 24.4825 6.8094
H -10.0563 24.7531 7.8468
O -8.9091 24.4042 2.4120
H -9.6979 24.7398 1.9860
H -8.6553 25.0943 3.0249
O -11.1090 25.0326 4.9869
H -11.2674 25.7425 4.3645
H -11.2641 25.4270 5.8452
O -10.6222 17.2506 5.0573
H -9.9279 17.1987 4.4004
H -10.6820 18.1819 5.2703
O -13.1858 20.3299 4.5898
H -13.3439 19.6640 3.9206
H -13.9340 20.9228 4.5201
O -8.2098 17.9066 2.9194
H -7.4204 17.4417 2.6420
H -8.4932 18.3845 2.1400
O -10.4267 20.3330 3.9609
H -11.3803 20.2648 3.9123
H -10.1331 20.2422 3.0544
O -13.9754 22.9927 5.9611
H -13.2736 23.6432 5.9387
H -14.6365 23.3728 6.5397
O -8.9420 19.6748 1.0685
H -9.2421 19.8884 0.1850
H -8.5399 20.4829 1.3873
O -10.2004 16.2903 7.5269
H -10.6499 15.4457 7.5585
H -10.3028 16.5828 6.6212
O -7.4989 22.0024 7.1398
H -7.8745 22.8259 7.4513
H -7.1804 21.5692 7.9317
O -7.6381 21.6749 2.0091
H -6.7894 21.6172 2.4479
H -7.7659 22.6111 1.8557
O -8.3573 18.7901 5.7395
H -7.5573 18.4469 6.1376
H -8.3450 18.4504 4.8447
O -11.3317 20.9948 6.8149
H -11.9386 20.2688 6.9588
H -11.8889 21.7219 6.5371
O -9.3316 22.9202 4.6539
H -9.0977 23.1912 3.7661
H -9.5764 23.7330 5.0962
O -6.5286 21.0383 9.3536
H -6.4472 21.5002 10.1881
H -5.7691 20.4564 9.3264
O -5.9598 18.0279 7.1682
H -5.3378 17.3215 6.9938
H -5.6074 18.4731 7.9389
O -5.3554 23.1149 5.7413
H -6.0749 22.5585 6.0395
H -5.6379 24.0052 5.9507
O -8.0984 17.7421 8.9038
H -8.9451 17.5232 8.5147
H -7.4804 17.6981 8.1741
O -8.8267 23.9332 10.8480
H -8.9841 23.9402 9.9038
H -9.6546 23.6384 11.2272
O -12.9160 18.6567 7.2983
H -12.8691 18.6497 6.3423
H -13.6945 18.1392 7.5042
O -12.5886 23.6778 3.0416
H -12.8230 22.7973 3.3350
H -11.9504 23.9836 3.6862
O -7.2444 25.1143 6.3792
H -6.7759 25.4344 5.6082
H -7.5783 25.9052 6.8026
*
```

=====

Density functional theory data (the ωB97M-V functional and the def2-TZVPD basis) for a molecular structure, H4IN.

As for the energy above the lowest of the compared OMol25 structures with the same formula, charge and spin: 163.2 kcal per mole. The HOMO-LUMO gap comes out at 6.04 eV.

The geometry in ORCA input format:
```
! wB97M-V def2-TZVPD RIJCOSX def2/J DEFGRID3
* xyz 0 1
N -1.5002 -0.9734 0.0748
H -0.3715 0.6803 0.0118
H 0.8464 0.8399 -0.2760
H 0.5296 0.6601 -1.3891
H 0.5139 -0.1984 -0.2450
I -0.0181 -1.0084 1.8235
*
```

=====

Density functional theory data (the ωB97M-V functional and the def2-TZVPD basis) for H4IN2P in the gas phase.

As for the energy above the lowest of the compared OMol25 structures with the same formula, charge and spin: 8.7 kcal per mole. The SMILES is NP(N)I. The HOMO-LUMO gap comes out at 9.27 eV.

The geometry in ORCA input format:
```
! wB97M-V def2-TZVPD RIJCOSX def2/J DEFGRID3
* xyz 0 1
N 1.3224 -0.4668 0.2777
P -0.1038 -0.6288 -0.5079
N -0.7427 1.1720 -0.4192
I -1.5857 -1.5385 1.2636
H 1.5388 -0.1986 1.2767
H 1.9888 -1.1350 -0.0913
H -0.6804 1.6563 -1.3190
H -1.7373 1.1394 -0.4805
*
```

=====

Density functional theory data (the ωB97M-V functional and the def2-TZVPD basis) for 2 unconnected molecules or ions with the total composition H4INP2.

As for the energy above the lowest of the compared OMol25 structures with the same formula, charge and spin: 8.0 kcal per mole. The expectation value of S² is 2.012. The HOMO-LUMO gap (alpha / beta) comes out at 8.27 / 6.06 eV.

The geometry in ORCA input format:
```
! wB97M-V def2-TZVPD RIJCOSX def2/J DEFGRID3
* xyz 0 3
N -1.0647 -1.8142 0.0452
P -0.8492 1.3689 -0.0322
P 0.0333 -0.7305 -0.1505
I 3.3570 0.2166 0.5657
H -1.8511 -1.4920 0.6124
H -0.1191 1.8160 1.1180
H 0.2145 1.7920 -0.8254
H 0.2792 -1.1569 -1.3332
*
```

=====

Density functional theory data (the ωB97M-V functional and the def2-TZVPD basis) for 2 unconnected molecules or ions with the total composition H4INP2.

As for the energy above the lowest of the compared OMol25 structures with the same formula, charge and spin: 4.2 kcal per mole. The expectation value of S² is 2.013. The HOMO-LUMO gap (alpha / beta) comes out at 8.16 / 5.78 eV.

The geometry in ORCA input format:
```
! wB97M-V def2-TZVPD RIJCOSX def2/J DEFGRID3
* xyz 0 3
N -0.5891 -1.9843 -0.1487
P -0.0963 1.3870 -0.3487
P 0.4925 -0.8492 -0.4484
I 3.8008 0.1792 0.2606
H -1.4236 -1.8300 0.4204
H -1.0714 1.1563 0.4621
H 0.8146 1.5893 0.6721
H 0.9452 -1.3626 -1.7496
*
```

=====

Table of E_tot (a.u.), in record order: -1903.073060 -2607.369728 -354.337741 -750.980619 -1037.418437 -1037.424575